i | Entry from the OMol25 dataset: an isolated molecule of C3H5N3S (the ωB97M-V functional and the def2-TZVPD basis).

For the HOMO-LUMO gap, the calculation gives 9.291 eV. As for the spin multiplicity: 1. The value obtained for the HOMO energy is -8.456 eV.

Element x y z (Å)
C  0.6194  0.7263  0.0110
C  0.4566  -1.4498  -0.0161
C  -0.3328  -0.3171  0.0207
H  1.1358  2.6286  0.2677
H  -0.5393  2.4948  0.2571
H  2.4888  -1.7156  0.0074
H  0.2378  -2.4916  0.0309
H  -2.3336  -0.3022  1.2537
N  0.3540  2.0988  -0.0839
N  1.8758  0.2764  -0.0027
N  1.7234  -1.0709  0.0122
S  -2.0701  -0.2188  -0.0868

=====

ii | Entry from the OMol25 dataset: an isolated molecule of C3H5N3S (the ωB97M-V functional and the def2-TZVPD basis).

For the HOMO-LUMO gap, the calculation gives 9.416 eV. As for the spin multiplicity: 1. The value obtained for the HOMO energy is -8.910 eV.

Element x y z (Å)
C  1.5324  -0.9667  0.0193
C  -1.5838  0.6873  -0.5333
C  -0.4993  0.4941  0.3007
H  1.8678  -1.6178  -0.8013
H  2.2867  -0.2032  0.1559
H  1.4181  -1.5244  0.9726
H  -2.4498  1.3227  -0.4185
H  -1.1131  1.8764  2.0006
N  0.2678  -0.3953  -0.3706
N  -0.2935  -0.7176  -1.5460
N  -1.4053  -0.0651  -1.6485
S  -0.0280  1.1095  1.8692

=====

Which one is most stable, and which one is least stable? i is the most stable of them, while ii is the least stable.

=====

i | Entry from the OMol25 dataset: the ion C4H7O2 with charge -1 (the ωB97M-V functional and the def2-TZVPD basis).

For the HOMO-LUMO gap, the calculation gives 6.803 eV. The total charge is -1. As for the spin multiplicity: 1. The value obtained for the HOMO energy is -2.676 eV.

Element x y z (Å)
C  0.7455  1.1530  0.7110
O  -0.2732  1.9817  0.6470
C  0.2321  -0.4115  0.7241
C  -0.9249  -0.6513  -0.1779
C  -0.4984  -0.4581  -1.5940
O  -1.1395  -0.4853  -2.6221
H  1.4623  1.2040  1.6188
H  1.5520  1.1937  -0.3430
H  0.0366  -0.5999  1.8751
H  1.1701  -0.9270  0.6268
H  -1.4243  -1.7076  0.1868
H  -1.6794  0.1688  -0.0657
H  0.7412  -0.4606  -1.5869

=====

ii | Entry from the OMol25 dataset: a cluster of 2 separate species, C4H7O2 in total (the ωB97M-V functional and the def2-TZVPD basis).

For the HOMO-LUMO gap, the calculation gives 6.257 eV. The total charge is -1. As for the spin multiplicity: 1. The value obtained for the HOMO energy is -1.775 eV.

Element x y z (Å)
C  -0.4554  1.8785  0.5517
C  -0.6862  -1.0959  0.6416
C  1.1841  -0.2905  -0.8235
C  -0.2984  -0.1431  -0.4342
O  0.1343  2.6783  -0.1466
O  -1.0333  1.6936  1.5995
H  0.0856  -1.8606  0.7942
H  -0.8100  -0.4854  1.5145
H  -1.6187  -1.5729  0.3157
H  1.2580  -0.9230  -1.7535
H  1.7965  -0.8987  -0.0682
H  1.4643  0.7701  -1.0664
H  -1.0209  0.2495  -1.1249

=====

Which one is most stable, and which one is least stable? ii is the most stable of them, while i is the least stable.

=====

i | Entry from the OMol25 dataset: an isolated molecule of C2H6O2Si (the ωB97M-V functional and the def2-TZVPD basis).

For the HOMO-LUMO gap, the calculation gives 10.081 eV. As for the spin multiplicity: 1. The value obtained for the HOMO energy is -9.456 eV.

Element x y z (Å)
C  1.5716  0.4992  -0.0306
C  -1.5027  -0.0679  -0.8517
O  1.1988  -0.9802  -0.1351
O  -0.3463  -0.1445  1.9847
Si  -0.0937  -0.1175  0.3721
H  2.2390  0.5393  0.7429
H  2.0742  0.9761  -0.9486
H  -2.5838  -0.0367  -0.4901
H  -1.4233  0.7062  -1.5827
H  -1.4237  -0.8543  -1.6437
H  0.2899  -0.5197  2.5829

=====

ii | Entry from the OMol25 dataset: a cluster of 2 separate species, C2H6O2Si in total (the ωB97M-V functional and the def2-TZVPD basis).

For the HOMO-LUMO gap, the calculation gives 8.488 eV. As for the spin multiplicity: 1. The value obtained for the HOMO energy is -8.193 eV.

Element x y z (Å)
C  -1.9786  -0.0317  -0.6624
C  -1.2683  0.2701  0.3700
O  2.1714  -0.6747  -1.0462
O  2.5930  1.1799  0.4950
Si  1.6123  -0.0685  0.3765
H  -3.1329  -0.0743  -0.6406
H  -1.7996  -0.2770  -1.6728
H  -1.5936  0.5023  1.4288
H  1.7436  -1.3016  -1.5731
H  2.8627  1.6062  -0.2882
H  1.9725  -0.7745  1.5060

=====

Which one is most stable, and which one is least stable? i is the most stable of them, while ii is the least stable.

=====

i | Entry from the OMol25 dataset: a cluster of 2 separate species, C5H17N2O in total (the ωB97M-V functional and the def2-TZVPD basis).

For the HOMO-LUMO gap, the calculation gives 10.853 eV. The total charge is +1. As for the spin multiplicity: 1. The value obtained for the HOMO energy is -13.734 eV.

Element x y z (Å)
N  0.3747  1.4739  -1.1331
C  -0.8310  2.1424  -0.5565
C  -1.9457  1.0696  -0.3608
N  -1.3762  -0.2677  -0.3386
C  -1.0080  -0.7734  1.0516
C  0.3672  -1.3953  1.0576
C  0.3534  -2.8234  0.5173
H  0.0949  0.4697  -1.2633
H  0.6216  1.9181  -2.0126
H  1.1769  1.4291  -0.5105
H  -0.5796  2.6550  0.3658
H  -1.1776  2.8695  -1.2728
H  -2.5252  1.3523  0.5204
H  -2.5926  1.1522  -1.2344
H  -2.0890  -0.8849  -0.6939
H  -1.7700  -1.5142  1.3031
H  -1.1405  0.0619  1.7391
H  0.7141  -1.4460  2.0705
H  1.0709  -0.7998  0.4864
H  -0.4235  -3.3920  1.0175
H  1.3126  -3.3242  0.5823
H  0.1438  -2.8497  -0.5566
H  3.5874  -0.2458  -0.5797
H  3.7656  0.7908  0.5275
O  3.1778  0.5480  -0.2104

=====

ii | Entry from the OMol25 dataset: a cluster of 2 separate species, C5H17N2O in total (the ωB97M-V functional and the def2-TZVPD basis).

For the HOMO-LUMO gap, the calculation gives 9.832 eV. The total charge is +1. As for the spin multiplicity: 1. The value obtained for the HOMO energy is -12.849 eV.

Element x y z (Å)
C  -1.1999  0.6424  0.5448
N  -1.3921  -0.8133  0.3690
C  -1.6063  -1.2697  -1.0172
C  -0.1372  0.7898  1.6360
N  1.2031  0.4046  0.9334
C  2.4678  0.9759  1.3919
C  -0.1296  2.1460  2.2965
H  -2.0974  1.2071  0.7972
H  -0.8180  0.9073  -0.4388
H  -2.0417  -1.1542  1.0622
H  -1.4338  -2.3376  -1.0396
H  -2.5907  -0.9416  -1.3586
H  -0.8567  -0.7479  -1.6117
H  -0.2046  -0.0335  2.3152
H  1.0801  0.6278  -0.0453
H  1.2856  -0.6086  0.9988
H  2.7897  0.6721  2.3847
H  3.3090  0.7942  0.7252
H  2.4414  2.0530  1.4706
H  -0.7700  2.0981  3.1668
H  0.8159  2.6158  2.5436
H  -0.6633  2.8853  1.6945
H  0.9422  -3.8058  -6.3345
H  -0.4160  -3.1443  -6.3539
O  0.0226  -3.9628  -6.1308

=====

Which one is most stable, and which one is least stable? i is the most stable of them, while ii is the least stable.

=====

i | Entry from the OMol25 dataset: a cluster of 2 separate species, C5H17N2O in total (the ωB97M-V functional and the def2-TZVPD basis).

For the HOMO-LUMO gap, the calculation gives 9.943 eV. The total charge is +1. As for the spin multiplicity: 1. The value obtained for the HOMO energy is -13.124 eV.

Element x y z (Å)
N  -1.1211  -0.5779  1.2394
C  -0.3129  -0.3946  -0.1388
C  0.5340  0.8031  -0.5223
C  -0.1577  2.0501  -1.0681
C  -1.3560  1.9924  -2.0367
C  0.7048  -1.6633  -0.2160
N  -0.1450  -2.8229  -0.5528
H  -1.8055  0.1642  1.2656
H  -1.5338  -1.5316  1.3262
H  -0.4772  -0.5255  2.0164
H  -0.9690  -0.5409  -0.9772
H  1.4082  0.5987  -1.2015
H  1.2089  1.1237  0.3902
H  0.4120  2.9673  -1.4151
H  -0.5402  2.7025  -0.1437
H  -1.2345  1.9702  -3.1472
H  -2.2248  2.5681  -1.7962
H  -1.8403  1.0159  -2.1115
H  1.4594  -1.5847  -0.8490
H  0.9985  -1.9302  0.7956
H  -0.0458  -3.2127  -1.4510
H  -0.1832  -3.4825  0.1205
H  2.4438  0.1851  2.9313
H  1.6856  1.4004  3.0300
O  1.7034  0.6490  2.5376

=====

ii | Entry from the OMol25 dataset: a cluster of 2 separate species, C5H17N2O in total (the ωB97M-V functional and the def2-TZVPD basis).

For the HOMO-LUMO gap, the calculation gives 10.539 eV. The total charge is +1. As for the spin multiplicity: 1. The value obtained for the HOMO energy is -13.566 eV.

Element x y z (Å)
C  -2.4677  -0.0880  0.5480
C  -1.5120  -1.2113  0.9148
C  -0.2490  -1.4296  0.0796
C  1.0665  -0.8432  0.6313
C  2.1432  -0.9435  -0.4613
N  1.9884  0.1236  -1.4827
N  -1.7669  1.2210  0.3142
H  -3.2517  0.0044  1.2888
H  -2.9756  -0.3141  -0.3867
H  -2.1651  -2.0843  0.8694
H  -1.2483  -1.1615  1.9747
H  -0.1306  -2.4845  -0.1638
H  -0.4291  -1.0065  -0.9229
H  1.4158  -1.5633  1.3748
H  0.9563  0.1241  1.1099
H  3.0918  -0.7082  0.0321
H  2.2858  -1.9517  -0.8402
H  1.2742  -0.1934  -2.1340
H  2.8323  0.1824  -2.0432
H  -1.1520  1.4474  1.0881
H  -2.4271  1.9947  0.2289
H  -1.1995  1.1864  -0.5316
H  1.2773  1.7658  -0.7766
H  1.1956  3.1646  -0.3249
O  0.6222  2.3888  -0.3692

=====

Which one is most stable, and which one is least stable? ii is the most stable of them, while i is the least stable.

=====

i | Entry from the OMol25 dataset: a structure of composition C5H9NO3S (the ωB97M-V functional and the def2-TZVPD basis).

For the HOMO-LUMO gap (spin up / spin down), the calculation gives 7.568 / 8.013 eV. As for the spin multiplicity: 1. The value obtained for the HOMO energy (spin up / spin down) is -8.685 / -8.770 eV.

Element x y z (Å)
C  1.6429  1.4932  -0.1786
C  -1.7816  0.2131  1.7138
C  1.6453  -1.9445  0.5446
C  -1.7492  0.8452  0.3137
C  1.0827  0.2300  -0.1217
N  1.9024  2.6128  -0.2383
O  -0.8056  -1.4132  -0.8269
O  -0.7291  0.6689  -2.0846
O  1.8458  -0.7189  0.3081
S  -0.6157  -0.0020  -0.8128
H  -2.2177  -0.7579  1.7965
H  -0.8661  0.3148  2.2882
H  -2.3476  0.8885  2.2541
H  1.7905  -0.2357  -3.6556
H  0.6786  -2.4116  0.4663
H  2.4967  -2.3231  0.8787
H  -1.2968  1.8746  0.4280
H  -2.6843  0.7990  -0.1908
H  2.0088  -0.1331  -2.8828

=====

ii | Entry from the OMol25 dataset: an isolated molecule of C5H9NO3S (the ωB97M-V functional and the def2-TZVPD basis).

For the HOMO-LUMO gap, the calculation gives 9.549 eV. As for the spin multiplicity: 1. The value obtained for the HOMO energy is -9.475 eV.

Element x y z (Å)
O  3.0724  -1.3575  1.3737
N  2.6212  -0.3190  1.1145
O  2.1658  -0.2891  -0.2140
C  1.3555  0.8612  -0.4246
C  -0.1595  0.6611  -0.1102
S  -0.7752  2.2108  0.6590
C  -0.4963  -0.5688  0.7607
C  -1.3974  -1.4785  -0.0799
O  -1.5240  -0.8939  -1.3681
C  -0.9744  0.4013  -1.4134
H  1.7519  1.7073  0.1333
H  1.4618  1.0857  -1.4850
H  -0.8925  1.7934  1.9202
H  0.3440  -1.1206  1.1664
H  -1.0791  -0.2286  1.6153
H  -2.3743  -1.6343  0.3830
H  -0.9567  -2.4632  -0.2500
H  -1.7757  1.1447  -1.4660
H  -0.3675  0.4881  -2.3150

=====

Which one is most stable, and which one is least stable? ii is the most stable of them, while i is the least stable.